No. 1
Formula: CHBrClO3S
Source: the OMol25 dataset
Level of theory: wB97M-V/def2-TZVPD

Its total energy is -3696.79930 Ha. The value obtained for the lowest unoccupied orbital energy (alpha / beta) is 2.362 / 3.245 eV. Its net charge is -1. The frontier orbital gap (alpha / beta) comes out at 5.65 / 7.96 eV.

XYZ file:
```
8
CHBrClO3S | the OMol25 dataset | wB97M-V/def2-TZVPD
C 1.028 -0.437 1.092
O -1.771 -0.605 -1.718
O -0.116 1.171 -2.194
O -1.852 1.526 -0.475
S -1.090 0.594 -1.283
Cl 0.680 0.212 2.690
Br 1.104 -2.372 1.102
H 2.017 -0.089 0.786
```

---

No. 2
Formula: C3H9NO2
Source: the OMol25 dataset
Level of theory: wB97M-V/def2-TZVPD

Its total energy is -324.88640 Ha. The value obtained for the lowest unoccupied orbital energy is 0.886 eV. The frontier orbital gap comes out at 9.95 eV.

XYZ file:
```
15
C3H9NO2 | the OMol25 dataset | wB97M-V/def2-TZVPD
C -2.100 0.399 -0.301
C -1.623 1.573 -0.672
O -0.950 2.410 0.165
H -2.640 -0.298 -0.912
H -1.919 0.124 0.737
H -1.622 1.962 -1.670
H -0.647 1.872 0.908
N 1.150 -1.837 0.718
C 1.748 -0.901 -0.193
O 1.495 0.427 0.236
H 0.897 -2.714 0.266
H 0.271 -1.516 1.105
H 2.818 -1.023 -0.338
H 1.282 -0.939 -1.188
H 1.841 0.460 1.139
```

---

No. 3
Formula: C4H9N3O
Source: the OMol25 dataset
Level of theory: wB97M-V/def2-TZVPD

Its total energy is -397.16060 Ha. The value obtained for the lowest unoccupied orbital energy is 0.777 eV. The frontier orbital gap comes out at 8.73 eV.

XYZ file:
```
17
C4H9N3O | the OMol25 dataset | wB97M-V/def2-TZVPD
C -0.998 0.675 -0.118
N -0.435 -0.540 0.807
C 1.367 1.056 -0.972
N 1.807 -0.016 -0.369
C -1.611 -2.282 1.671
C 1.526 1.763 -2.076
O -0.083 1.632 -0.179
N -1.119 -1.731 0.642
H -0.369 -0.204 1.774
H 2.741 0.077 0.017
H 0.734 -0.581 0.331
H -1.186 0.142 -1.062
H -1.926 0.997 0.374
H -1.566 -1.849 2.674
H -2.099 -3.238 1.541
H 2.313 1.486 -2.765
H 0.904 2.613 -2.289
```

---

No. 4
Formula: C2H3N3OS
Source: the OMol25 dataset
Level of theory: wB97M-V/def2-TZVPD

Its total energy is -715.50372 Ha. The value obtained for the lowest unoccupied orbital energy is -0.583 eV. The frontier orbital gap comes out at 8.21 eV.

XYZ file:
```
10
C2H3N3OS | the OMol25 dataset | wB97M-V/def2-TZVPD
C 1.628 0.739 0.312
C -0.822 -0.557 0.746
N 1.673 -0.519 0.156
N 1.261 -1.595 0.144
N -1.496 -0.801 -0.340
O -0.682 1.679 -0.680
S -0.141 1.242 0.609
H 2.352 1.545 0.550
H -2.213 -1.598 -0.257
H -1.560 -0.137 -1.241
```

---

No. 5
Formula: C4H3I3
Source: the OMol25 dataset
Level of theory: wB97M-V/def2-TZVPD

Its total energy is -1047.00231 Ha. The value obtained for the lowest unoccupied orbital energy (alpha / beta) is -2.437 / -2.538 eV. The frontier orbital gap (alpha / beta) comes out at 5.51 / 5.38 eV.

XYZ file:
```
10
C4H3I3 | the OMol25 dataset | wB97M-V/def2-TZVPD
C 2.317 1.992 0.246
C 1.290 1.505 -0.161
C -0.878 -0.756 -0.433
C -1.443 -1.931 -0.459
I -1.424 0.724 1.066
I -3.031 -2.706 0.918
I -0.968 -3.452 -1.892
H 3.016 1.992 1.007
H 0.474 1.258 0.665
H 0.647 1.374 -0.956
```

---

No. 6
Formula: C37H52F2N7O4P2S3
Source: the OMol25 dataset
Level of theory: wB97M-V/def2-TZVPD

Its total energy is -4202.06827 Ha. The value obtained for the lowest unoccupied orbital energy is -2.777 eV. Its net charge is +1. The frontier orbital gap comes out at 7.66 eV.

XYZ file:
```
107
C37H52F2N7O4P2S3 | the OMol25 dataset | wB97M-V/def2-TZVPD
C 0.061 1.495 -1.629
C -0.227 0.238 -1.393
C -0.809 -0.203 -0.074
C -1.129 -1.707 0.097
F -1.000 -2.357 -1.119
C -2.601 -1.904 0.453
P -3.910 -1.294 -0.717
N -4.802 -2.411 -1.262
O -3.107 -0.498 -1.828
O -4.457 -0.161 0.279
N -2.841 -1.294 1.793
C -2.093 -1.959 2.909
F -2.318 -1.092 3.945
C -0.605 -2.226 2.658
P 0.311 -1.144 3.948
C 0.215 0.569 3.289
O 1.846 -1.644 3.627
C -0.226 -2.445 1.118
S -0.668 -4.265 0.991
C 1.286 -2.427 0.768
C 2.141 -1.184 0.526
C 3.550 -1.646 0.122
S 4.770 -0.349 0.395
C 4.759 0.629 -1.090
S 4.908 2.240 -0.937
N 4.778 -0.077 -2.306
C 5.666 0.481 -3.329
C 5.574 -0.427 -4.579
O 4.936 -1.648 -4.267
C 3.583 -1.403 -3.970
C 3.454 -0.277 -2.921
H 0.488 1.807 -2.572
H -0.119 2.268 -0.890
H -0.047 -0.513 -2.151
H -0.135 0.116 0.718
H -1.729 0.381 0.055
H -2.825 -2.969 0.546
H -5.777 -2.423 -0.995
H -3.269 -0.906 -2.696
H -5.325 0.174 -0.054
H -3.840 -1.393 1.996
H -2.672 -0.283 1.798
H -2.646 -2.870 3.143
H -0.425 -3.204 3.111
H -0.688 0.754 2.708
H 0.150 1.208 4.174
H 1.095 0.872 2.724
H 2.367 -1.606 4.443
H -0.112 -4.518 -0.198
H 1.753 -2.991 1.575
H 1.400 -3.050 -0.126
H 1.757 -0.532 -0.255
H 2.275 -0.588 1.422
H 3.609 -1.967 -0.917
H 3.852 -2.512 0.716
H 6.681 0.510 -2.933
H 5.367 1.502 -3.604
H 6.559 -0.656 -4.980
H 5.007 0.090 -5.366
H 3.173 -2.346 -3.603
H 3.047 -1.106 -4.883
H 3.147 0.668 -3.393
H 2.714 -0.515 -2.164
N -7.389 0.785 0.488
C -7.501 1.804 1.341
C -8.600 1.990 2.164
C -9.640 1.077 2.095
C -9.540 0.018 1.206
C -8.398 -0.086 0.429
H -6.674 2.504 1.362
H -8.636 2.832 2.840
H -10.514 1.188 2.724
H -10.330 -0.715 1.118
H -8.290 -0.901 -0.279
N 9.530 2.428 -1.720
C 10.732 2.053 -1.291
C 10.930 1.088 -0.313
C 9.820 0.482 0.251
C 8.560 0.865 -0.185
C 8.472 1.837 -1.169
H 11.579 2.548 -1.752
H 11.931 0.822 -0.005
H 9.933 -0.275 1.017
H 7.666 0.418 0.229
H 7.507 2.162 -1.539
N -10.262 -1.305 5.396
C -9.346 -1.679 4.507
C -9.066 -3.002 4.202
C -9.772 -3.995 4.863
C -10.726 -3.620 5.795
C -10.935 -2.267 6.023
H -8.815 -0.871 4.014
H -8.314 -3.246 3.463
H -9.585 -5.041 4.656
H -11.303 -4.358 6.335
H -11.676 -1.938 6.742
N 4.702 6.833 -5.532
C 5.878 6.429 -5.058
C 6.016 5.501 -4.035
C 4.869 4.966 -3.471
C 3.638 5.380 -3.956
C 3.609 6.311 -4.983
H 6.754 6.869 -5.521
H 7.000 5.207 -3.692
H 4.934 4.234 -2.675
H 2.715 4.991 -3.546
H 2.663 6.657 -5.387
```

---

No. 7
Formula: CH5N3O
Source: the OMol25 dataset
Level of theory: wB97M-V/def2-TZVPD

Its total energy is -280.43924 Ha. The value obtained for the lowest unoccupied orbital energy is 0.790 eV. The frontier orbital gap comes out at 9.33 eV.

XYZ file:
```
10
CH5N3O | the OMol25 dataset | wB97M-V/def2-TZVPD
C 0.088 0.863 -0.283
H -1.239 -1.155 -0.772
H -2.506 -0.867 0.365
H 0.539 1.861 -0.393
H 0.437 -1.003 0.001
H 2.044 0.404 0.949
N -1.402 -0.616 0.077
N -1.207 0.847 0.209
N 0.989 -0.206 -0.324
O 2.257 -0.129 0.170
```

---

No. 8
Formula: C3H8NP
Source: the OMol25 dataset
Level of theory: wB97M-V/def2-TZVPD

Its total energy is -515.13931 Ha. The value obtained for the lowest unoccupied orbital energy is 0.762 eV. The frontier orbital gap comes out at 9.00 eV.

XYZ file:
```
13
C3H8NP | the OMol25 dataset | wB97M-V/def2-TZVPD
C -1.802 -0.065 -0.124
C -2.465 1.177 -0.602
C 2.055 -1.325 0.573
N -0.976 -0.808 0.299
P 1.246 0.359 0.450
H -3.449 0.901 -0.881
H -2.522 1.754 0.348
H -1.915 1.637 -1.381
H 1.446 -2.037 1.103
H 3.040 -1.315 1.163
H 2.270 -1.686 -0.440
H 2.399 1.039 0.259
H 0.674 0.369 -0.765
```